Here is a structure of composition C2H4I3N2 at a distorted geometry from the Open Molecules 2025 dataset. Energies are from ωB97M-V with the def2-TZVPD basis set.

Results
**Kohn-Sham gap**: 8.34 eV
**Maximum force**: 0.126 Eh/bohr
**HOMO level**: -13.57 eV
**ΔE to the lowest compared entry with this formula, charge and spin**: 52.5 kJ/mol
**Total charge**: +1
**E_tot**: -29411.757 eV

Last column: Mulliken charge in e.
Element x y z (Å)
C: -0.148 -0.159 -0.788  0.642
C: 1.085 0.558 1.281  -1.036
N: -1.269 -0.678 -1.281  -0.653
N: -0.077 -0.018 0.679  -0.080
I: 1.488 0.254 -2.017  0.283
I: -2.739 -1.322 -0.121  0.318
I: -1.680 -0.936 -3.235  0.379
H: 1.611 -0.102 1.873  0.367
H: 0.932 1.373 1.879  0.386
H: 1.773 1.041 0.645  0.260
H: -0.976 -0.010 1.083  0.135

=====

Here is a cluster of 2 separate species, C2H4IN3 in total at a distorted geometry from the Open Molecules 2025 dataset. Energies are from ωB97M-V with the def2-TZVPD basis set.

Results
**Kohn-Sham gap**: 8.24 eV
**Maximum force**: 0.074 Eh/bohr
**HOMO level**: -8.49 eV
**ΔE to the lowest compared entry with this formula, charge and spin**: 276.2 kJ/mol
**E_tot**: -14704.618 eV

Last column: Mulliken charge in e.
Element x y z (Å)
C: 0.358 1.189 -0.337  0.180
C: -0.959 -0.137 0.742  -0.573
N: 1.432 1.289 0.319  -0.463
N: -0.492 -2.113 -0.371  -0.621
N: -0.250 -1.205 0.471  0.110
I: -3.073 0.076 0.024  -0.004
H: -0.365 1.230 -1.217  0.344
H: -0.586 0.297 1.642  0.523
H: 2.293 1.849 0.057  0.270
H: 0.379 -2.642 -0.540  0.234

=====

Here is the molecule C2H4IN3 at a distorted geometry from the Open Molecules 2025 dataset. Energies are from ωB97M-V with the def2-TZVPD basis set.

Results
**Kohn-Sham gap (alpha / beta)**: 7.38 / 9.08 eV
**Maximum force**: 0.073 Eh/bohr
**HOMO level (alpha / beta)**: -7.96 / -9.27 eV
**ΔE to the lowest compared entry with this formula, charge and spin**: 279.6 kJ/mol
**E_tot**: -14704.583 eV

Last column: Mulliken charge in e.
Element x y z (Å)
C: 0.034 0.140 -0.589  0.604
C: -1.137 1.040 -0.387  -0.922
N: 0.884 0.300 -1.498  -0.476
N: 0.362 -0.856 0.393  0.077
N: 1.632 -0.987 0.307  -0.602
I: 2.511 -2.285 1.572  0.094
H: -2.174 0.490 -0.477  0.276
H: -1.006 1.585 0.520  0.294
H: -0.994 1.606 -1.218  0.319
H: -0.112 -1.034 1.377  0.335

=====

Here is a cluster of 2 separate species, C2H4INO in total at a distorted geometry from the Open Molecules 2025 dataset. Energies are from ωB97M-V with the def2-TZVPD basis set.

Results
**Kohn-Sham gap (alpha / beta)**: 6.81 / 6.87 eV
**Maximum force**: 0.110 Eh/bohr
**HOMO level (alpha / beta)**: -8.47 / -8.52 eV
**ΔE to the lowest compared entry with this formula, charge and spin**: 671.2 kJ/mol
**E_tot**: -13769.465 eV

Last column: Mulliken charge in e.
Element x y z (Å)
C: -0.776 -0.481 -0.176  -0.151
C: 0.185 0.590 -0.406  -0.301
N: 0.172 -2.317 0.383  -0.361
O: 0.197 1.705 0.403  -0.482
I: -2.696 0.007 0.062  0.238
H: -0.006 0.803 -1.468  0.289
H: 1.224 0.078 -0.428  0.284
H: 1.108 -1.950 0.375  0.159
H: 0.592 1.565 1.256  0.324